Entry from OMol25: an isolated ion of composition C2H7NO4P and charge +1 (ωB97M-V/def2-TZVPD).

ORCA input file:
```
! wB97M-V def2-TZVPD RIJCOSX def2/J DEFGRID3
* xyz 1 1
O 1.08 1.78 1.90
C 0.47 0.76 1.80
O -0.27 0.21 2.79
C 0.60 -0.06 0.51
N 0.11 0.73 -0.68
P -0.72 -0.17 -2.17
O 0.51 -1.11 -2.54
O -1.69 -1.14 -1.34
H -1.22 0.27 2.64
H 1.66 -0.23 0.35
H 0.10 -1.03 0.56
H -0.48 1.52 -0.39
H 0.93 1.17 -1.11
H 0.85 -1.74 -1.89
H -1.93 -0.96 -0.42
*
```

- frontier orbital gap (eV) = 11.33
- E_tot (Ha) = -777.25648
- E_LUMO (eV) = -4.0
- SMILES = O=C(O)C[NH2+]P(O)O
- highest occupied orbital energy (Eh) = -0.565
- energy relative to the best compared isomer or geometry (same formula, charge and spin) (eV) = 1.6421

Mulliken atomic charge list, values in e, 4 entries: atom 1 (O): -0.40, atom 2 (C): 0.25, atom 3 (O): -0.45, atom 4 (C): -0.38

***

Entry from OMol25: the molecule C2H7NOS in a non-equilibrium geometry (ωB97M-V/def2-TZVPD).

ORCA input file:
```
! wB97M-V def2-TZVPD RIJCOSX def2/J DEFGRID3
* xyz 0 1
C -2.06 -0.34 0.54
C 1.68 0.00 0.59
N -0.01 -0.15 -1.50
O -0.27 1.80 0.07
S -0.23 0.35 0.13
H -2.05 0.18 1.51
H -2.21 -1.46 0.54
H 2.39 0.02 -0.30
H 1.82 0.95 1.09
H 1.91 -0.91 1.16
H -0.78 -0.80 -1.50
H -0.19 0.35 -2.34
*
```

- frontier orbital gap (eV) = 8.51
- E_tot (Ha) = -608.38765
- E_LUMO (eV) = 0.0
- SMILES = C=[S@@](C)(N)=O
- highest occupied orbital energy (Eh) = -0.313
- energy relative to the best compared isomer or geometry (same formula, charge and spin) (eV) = 5.7008

Mulliken atomic charge list, values in e, 4 entries: atom 1 (C): -0.78, atom 2 (C): -0.82, atom 3 (N): -0.58, atom 4 (O): -0.59

***

Entry from OMol25: a 2-piece molecular cluster, C2H7NOS2 overall in a non-equilibrium geometry (ωB97M-V/def2-TZVPD).

ORCA input file:
```
! wB97M-V def2-TZVPD RIJCOSX def2/J DEFGRID3
* xyz 0 1
C 0.82 -1.36 1.56
S 0.88 -2.25 0.00
S -1.12 -2.36 -0.51
H 0.03 -1.64 2.25
H 0.74 -0.29 1.39
H 1.77 -1.55 2.04
H -1.18 -3.70 -0.56
C -0.05 1.73 -0.65
N -0.46 2.95 -1.18
O 0.94 1.15 -0.99
H -0.78 1.26 0.03
H -0.13 2.97 -2.15
H -1.46 3.12 -1.22
*
```

- frontier orbital gap (eV) = 9.05
- E_tot (Ha) = -1006.76495
- E_LUMO (eV) = 0.6
- SMILES = NC=O.CSS
- highest occupied orbital energy (Eh) = -0.311
- energy relative to the best compared isomer or geometry (same formula, charge and spin) (eV) = 0.5197

Mulliken atomic charge list, values in e, 4 entries: atom 1 (C): -0.72, atom 2 (S): -0.03, atom 3 (S): -0.23, atom 4 (H): 0.33

***

Entry from OMol25: a 2-piece molecular cluster, C2H7NOS2 overall (ωB97M-V/def2-TZVPD).

ORCA input file:
```
! wB97M-V def2-TZVPD RIJCOSX def2/J DEFGRID3
* xyz 0 1
C -2.76 -2.19 0.37
S -2.75 -0.39 0.52
S -0.78 -0.05 1.04
H -2.01 -2.54 -0.34
H -3.74 -2.50 0.01
H -2.61 -2.65 1.35
H -0.94 -0.08 2.36
C 3.59 0.76 -1.08
N 2.67 1.63 -1.59
O 4.78 0.95 -1.14
H 3.17 -0.17 -0.67
H 3.06 2.36 -2.17
H 1.72 1.74 -1.27
*
```

- frontier orbital gap (eV) = 9.82
- E_tot (Ha) = -1006.77352
- E_LUMO (eV) = 0.4
- SMILES = NC=O.CSS
- highest occupied orbital energy (Eh) = -0.347
- energy relative to the best compared isomer or geometry (same formula, charge and spin) (eV) = 0.2867

Mulliken atomic charge list, values in e, 4 entries: atom 1 (C): -0.75, atom 2 (S): -0.06, atom 3 (S): -0.21, atom 4 (H): 0.30

***

Entry from OMol25: a 2-piece molecular cluster, C2H7NOS2 overall in a non-equilibrium geometry (ωB97M-V/def2-TZVPD).

ORCA input file:
```
! wB97M-V def2-TZVPD RIJCOSX def2/J DEFGRID3
* xyz 0 1
C -0.52 -1.21 -2.14
C 0.12 -1.07 0.51
N 0.65 2.30 2.28
O -0.39 1.03 -0.73
S 1.69 0.95 2.12
S 0.46 -0.18 -0.95
H -0.53 -0.52 -2.96
H -1.44 -1.40 -1.68
H -0.15 -2.32 -2.44
H 0.74 -1.73 0.91
H -0.82 -0.61 0.98
H -0.20 2.06 2.73
H 0.41 2.72 1.38
*
```

- frontier orbital gap (alpha / beta) (eV) = 5.91 / 5.91
- E_tot (Ha) = -1006.58583
- E_LUMO (alpha / beta) (eV) = -2.0 / -2.0
- highest occupied orbital energy (alpha / beta) (Eh) = -0.289 / -0.289
- energy relative to the best compared isomer or geometry (same formula, charge and spin) (eV) = 5.3937

Mulliken atomic charge list, values in e, 4 entries: atom 1 (C): -0.87, atom 2 (C): -0.85, atom 3 (N): -0.46, atom 4 (O): -0.59

***

Entry from OMol25: a 2-piece molecular cluster, C2H7NOS2 overall in a non-equilibrium geometry (ωB97M-V/def2-TZVPD).

ORCA input file:
```
! wB97M-V def2-TZVPD RIJCOSX def2/J DEFGRID3
* xyz 0 1
C -2.33 1.23 -0.49
S -1.94 -0.35 0.38
S -0.99 0.54 2.07
H -3.36 1.15 -0.83
H -2.21 2.05 0.20
H -1.61 1.35 -1.30
H 0.30 0.77 1.66
C 1.58 -0.64 -0.17
N 2.47 -1.68 -0.14
O 1.88 0.50 0.05
H 0.57 -0.95 -0.48
H 3.43 -1.43 -0.31
H 2.22 -2.53 -0.65
*
```

- frontier orbital gap (eV) = 9.46
- E_tot (Ha) = -1006.77140
- E_LUMO (eV) = 0.4
- SMILES = NC=O.CSS
- highest occupied orbital energy (Eh) = -0.333
- energy relative to the best compared isomer or geometry (same formula, charge and spin) (eV) = 0.3443

Mulliken atomic charge list, values in e, 4 entries: atom 1 (C): -0.68, atom 2 (S): -0.12, atom 3 (S): -0.23, atom 4 (H): 0.28

***

Entry from OMol25: a 2-piece molecular cluster, C2H7NS2 overall in a non-equilibrium geometry (ωB97M-V/def2-TZVPD).

ORCA input file:
```
! wB97M-V def2-TZVPD RIJCOSX def2/J DEFGRID3
* xyz 0 1
S -0.92 -2.60 -0.30
S -2.86 -3.00 -0.56
H -0.46 -3.78 0.21
H -3.10 -1.63 -0.53
C 0.39 2.20 0.03
C 1.60 0.19 0.24
N 1.30 1.26 -0.53
H -0.46 2.41 -0.64
H -0.02 1.87 0.94
H 0.83 3.19 0.26
H 2.22 -0.46 -0.46
H 1.48 0.36 1.33
*
```

- frontier orbital gap (eV) = 8.93
- E_tot (Ha) = -931.43905
- E_LUMO (eV) = 0.5
- SMILES = C=NC.SS
- highest occupied orbital energy (Eh) = -0.310
- energy relative to the best compared isomer or geometry (same formula, charge and spin) (eV) = 2.3004

Mulliken atomic charge list, values in e, 4 entries: atom 1 (S): -0.14, atom 2 (S): -0.18, atom 3 (H): 0.15, atom 4 (H): 0.17

***

Entry from OMol25: the molecule C2H7NS2 in a non-equilibrium geometry (ωB97M-V/def2-TZVPD).

ORCA input file:
```
! wB97M-V def2-TZVPD RIJCOSX def2/J DEFGRID3
* xyz 0 1
C 0.42 0.61 1.43
C -0.29 0.02 0.23
N 0.42 -1.07 -0.30
S -0.55 1.53 -0.90
S -0.06 -1.40 -1.98
H 1.34 0.89 1.00
H 0.56 -0.19 2.16
H -0.09 1.48 1.81
H -1.31 -0.12 0.35
H 1.34 -1.17 -0.04
H -0.51 0.85 -2.01
H -1.28 -1.43 -1.74
*
```

- frontier orbital gap (eV) = 9.33
- E_tot (Ha) = -931.46625
- E_LUMO (eV) = 0.6
- SMILES = C[C@@H](S)NS
- highest occupied orbital energy (Eh) = -0.322
- energy relative to the best compared isomer or geometry (same formula, charge and spin) (eV) = 1.5602

Mulliken atomic charge list, values in e, 4 entries: atom 1 (C): -1.46, atom 2 (C): 0.03, atom 3 (N): -0.28, atom 4 (S): -0.22

***

Entry from OMol25: a 2-piece molecular cluster, C2H7NS2 overall in a non-equilibrium geometry (ωB97M-V/def2-TZVPD).

ORCA input file:
```
! wB97M-V def2-TZVPD RIJCOSX def2/J DEFGRID3
* xyz 0 1
S -2.30 -1.45 -2.22
S -0.13 -1.64 -2.52
H -2.32 -1.82 -0.98
H 0.21 -0.63 -3.30
C 1.69 0.36 1.03
C 0.73 1.18 1.29
N -0.69 0.84 0.95
H 1.46 -0.63 0.42
H 2.79 0.36 1.07
H 0.76 2.22 1.67
H -0.79 -0.14 1.23
H -1.42 1.37 1.34
*
```

- frontier orbital gap (eV) = 8.62
- E_tot (Ha) = -931.45550
- E_LUMO (eV) = -0.1
- SMILES = C=CN.SS
- highest occupied orbital energy (Eh) = -0.321
- energy relative to the best compared isomer or geometry (same formula, charge and spin) (eV) = 1.8526

Mulliken atomic charge list, values in e, 4 entries: atom 1 (S): -0.13, atom 2 (S): -0.19, atom 3 (H): 0.13, atom 4 (H): 0.17

***

Entry from OMol25: C2H7NS2 as an isolated structure in a non-equilibrium geometry (ωB97M-V/def2-TZVPD).

ORCA input file:
```
! wB97M-V def2-TZVPD RIJCOSX def2/J DEFGRID3
* xyz 0 1
C -0.13 -0.66 1.33
C 0.89 0.05 0.51
N 0.31 1.20 -0.25
S -0.58 -0.81 -2.72
S -1.48 0.50 -1.42
H 0.18 -1.04 2.22
H -0.92 0.12 1.51
H -0.60 -1.41 0.86
H 1.48 0.61 1.19
H 1.55 -0.54 -0.13
H -0.47 1.70 0.38
H -0.21 0.27 -3.46
*
```

- frontier orbital gap (eV) = 8.79
- E_tot (Ha) = -931.43243
- E_LUMO (eV) = -0.3
- highest occupied orbital energy (Eh) = -0.333
- energy relative to the best compared isomer or geometry (same formula, charge and spin) (eV) = 2.4803

Mulliken atomic charge list, values in e, 4 entries: atom 1 (C): -1.11, atom 2 (C): -0.14, atom 3 (N): -0.59, atom 4 (S): -0.18